Entry from the Open Molecules 2025 dataset: a structure of composition C9H12Br3N3O6 in a non-equilibrium geometry (the ωB97M-V functional and the def2-TZVPD basis).

The geometry in XYZ format:
```
33
Properties=species:S:1:pos:R:3:forces:R:3
Br -13.0562 -12.6731 -2.4343 -0.0066 -0.8264 0.1735
Br -12.7956 -15.9646 -2.3935 -0.1297 0.6559 0.0206
Br -14.1926 -14.4155 0.0067 0.2062 0.2333 -0.4436
O -8.8766 -15.4402 1.9088 0.0235 -0.1176 0.2107
O -9.8183 -15.8673 0.0276 -0.0747 0.0829 -0.2225
O -11.0178 -9.1962 -5.2697 0.2064 0.0203 -0.0486
O -11.2431 -15.2620 3.8978 -0.0232 0.0911 0.0626
O -11.8513 -15.2606 1.8273 -0.1130 0.3814 0.4756
O -13.0312 -9.9547 -5.2367 -0.0931 -0.1055 -0.0962
N -11.9220 -15.6564 2.9787 -0.4437 0.1263 -0.1836
N -12.0494 -9.4798 -4.7088 -0.0857 0.5426 0.2622
N -9.5816 -16.1123 1.1934 0.5985 -0.0706 -0.6486
C -12.9067 -16.7248 3.2515 -0.9593 0.2133 0.3123
C -10.4664 -18.8355 3.6174 0.2323 0.3363 -1.2517
C -12.8287 -14.2877 -1.3703 -0.1297 -0.5037 -0.0863
C -9.8118 -17.7590 2.9851 0.2133 -0.2731 1.0101
C -11.4577 -19.4812 2.8954 -0.1451 -0.4179 0.0770
C -11.8855 -18.9940 1.6590 0.6268 -0.4088 -0.5179
C -10.1829 -17.3321 1.7328 -0.4272 -0.8744 -0.0100
C -11.2237 -17.9505 1.0363 0.0053 0.0490 0.2487
C -12.1664 -9.2174 -3.2199 0.3152 -0.9834 -1.1577
H -12.8473 -8.3837 -3.1069 -0.0651 -0.0466 0.1940
H -12.5649 -10.1848 -2.9203 -0.1481 0.5475 0.7158
H -9.0293 -17.2245 3.5065 -0.0619 0.0866 -0.0225
H -11.1625 -9.0540 -2.8495 -0.0750 0.1872 0.1353
H -13.3734 -16.4999 4.2062 0.1545 -0.0429 0.1005
H -10.2392 -19.1124 4.6344 0.2356 -0.1142 -0.0303
H -12.7665 -19.4030 1.1834 0.1104 -0.2315 -0.0552
H -13.6598 -16.7263 2.4681 0.1263 0.2099 -0.0934
H -11.8371 -14.2719 -0.9372 -0.1304 0.2562 0.3180
H -11.9696 -20.3428 3.3061 -0.0448 0.0902 0.1596
H -12.4282 -17.7013 3.2555 -0.0486 0.8145 0.3936
H -11.5783 -17.5646 0.0913 0.1508 0.0923 -0.0021
```
Forces are in eV/Å.

For the largest force on an atom, the calculation gives 1.55 eV/A. Its orbital gap is 9.646 eV. The total energy is -236400.8264 eV. Its energy relative to the best compared isomer or geometry (same formula, charge and spin) is 81.6 kJ/mol.